# C5H25N2O5

A 6-piece molecular cluster, C5H25N2O5 overall at a distorted geometry (the ωB97M-V functional and the def2-TZVPD basis, OMol25).

Geometry as XYZ:
```
37
Properties=species:S:1:pos:R:3:forces:R:3:nbo_charge:R:1
O -1.5656 2.0181 1.5428 -0.11 -0.01 -0.20 -1.01
O -2.0105 2.1999 -1.1516 0.80 -0.09 -0.78 -1.02
O -0.1525 -2.7515 3.1574 0.78 0.22 0.54 -0.97
O -0.5139 0.9336 -3.0906 -0.33 -0.64 0.15 -0.99
O -2.9341 -0.3211 -1.8975 -0.15 0.16 -0.05 -0.98
N 1.9568 -1.0701 -2.4890 0.03 0.19 0.17 -0.88
N 0.1403 0.0163 2.4427 -0.12 -0.14 -0.40 -0.72
C 1.2706 0.1806 1.4604 0.13 0.65 -0.33 -0.04
C 0.7149 0.0311 0.0487 -0.05 -0.27 0.01 -0.43
C 1.9078 1.5420 1.6834 0.11 0.37 0.01 -0.64
C 1.9520 -1.7746 -1.2045 -0.29 -0.23 0.35 -0.22
C 0.6736 -1.4240 -0.4386 0.04 0.35 -0.12 -0.41
H -0.2802 0.4652 -0.0115 -0.12 0.09 0.18 0.22
H -2.3258 2.4510 1.9542 0.18 -0.11 -0.14 0.50
H 1.3144 0.6497 -0.6206 0.09 -0.19 -0.11 0.24
H 0.5181 -2.1165 0.3963 0.04 0.04 0.00 0.20
H 2.2862 1.6878 2.6999 -0.05 -0.14 -0.04 0.22
H -0.1884 -1.5336 -1.1020 0.10 -0.17 -0.03 0.23
H 0.3660 -3.1258 3.8961 -0.41 0.21 -0.53 0.50
H 2.0274 -2.8615 -1.2775 -0.02 -0.05 -0.35 0.19
H 1.2030 2.3453 1.4708 -0.18 -0.02 0.05 0.23
H -0.6799 0.5870 2.1297 0.23 0.13 0.07 0.47
H -2.9454 0.5680 -1.4997 -0.03 -0.18 -0.12 0.49
H 1.6169 -1.6533 -3.2393 0.07 -0.15 -0.07 0.38
H -1.3274 1.8419 -1.8020 -0.42 0.17 0.52 0.53
H -1.2370 0.2647 -3.1036 0.52 0.40 0.01 0.50
H 2.7462 1.7030 1.0020 -0.03 -0.26 0.07 0.24
H 0.4365 0.3742 3.3448 -0.11 -0.17 0.26 0.42
H 1.9974 -0.6034 1.6675 -0.04 -0.13 0.10 0.21
H -0.8683 -3.3602 3.0005 -0.40 -0.41 -0.06 0.50
H -2.2377 3.0571 -1.5327 -0.13 0.00 0.15 0.50
H -3.8097 -0.4261 -2.2929 0.19 -0.08 0.07 0.48
H -0.1268 -0.9772 2.5228 0.06 0.08 0.31 0.46
H 2.8340 -1.4920 -0.6208 -0.07 0.21 -0.06 0.18
H -1.6796 2.1164 0.5626 -0.10 0.07 0.42 0.52
H 2.8862 -0.7575 -2.7252 0.06 -0.05 -0.19 0.38
H 0.3198 0.4224 -3.0409 -0.27 0.16 0.15 0.51
```
Positions in Å, forces in eV/Å.

Calculated total energy in eV: -18804.253
E_HOMO in eV: -12.61
Frontier orbital gap in eV: 10.10
Charge: +1